Computed, not measured: C27H75AlF4N9O19S4 as an isolated structure, with ωB97M-V/def2-TZVPD.

Last column: Löwdin charge in e.
Positions of all 139 atoms, in Å:
Al (-3.72556, 0.52088, 0.11413)  1.1761
N (-1.17933, -0.03231, -0.85049)  -0.3044
S (-0.67316, -1.49990, -1.12344)  0.4380
O (-0.04723, -2.23905, -0.06991)  -0.2676
O (-0.36772, -1.78697, -2.49094)  -0.2566
F (-2.13272, -2.20336, -0.97722)  -0.2419
S (0.25889, 0.75034, -1.25925)  0.4991
O (0.21795, 1.40580, -2.52033)  -0.2469
O (1.48321, 0.22581, -0.77786)  -0.2443
F (-0.06117, 1.94272, -0.25883)  -0.1836
N (-4.71676, -1.97022, 0.92003)  -0.3389
S (-5.00201, -2.27467, 2.45015)  0.4400
O (-3.94139, -2.85369, 3.20290)  -0.2675
O (-6.34330, -2.63177, 2.74909)  -0.2437
F (-4.91986, -0.71325, 2.87598)  -0.2377
S (-5.01806, -3.47532, 0.30367)  0.4885
O (-6.33505, -3.64312, -0.19935)  -0.2486
O (-4.32354, -4.56818, 0.88708)  -0.2495
F (-4.23925, -3.32865, -1.07754)  -0.2093
C (-1.44922, -0.64881, 2.85441)  -0.2017
O (-2.18302, 0.39920, 2.71269)  0.0033
H (-1.96300, -1.50987, 3.34564)  0.1272
H (-0.87863, -1.03647, 2.00513)  0.0814
H (-0.78083, -0.41002, 3.73021)  0.1791
N (-2.04258, 4.16253, 1.67971)  -0.6020
O (-2.24720, 3.32401, 0.75705)  -0.1056
O (-2.22984, 3.86592, 2.85129)  0.0277
O (-1.64142, 5.29624, 1.35836)  -0.0182
C (-2.46618, 2.12557, -4.64277)  -0.0428
C (-3.45265, 1.60704, -3.61769)  -0.3961
C (-3.55473, 0.08926, -3.66289)  -0.2167
O (-4.33715, -0.31214, -2.55643)  -0.2750
C (-5.21555, -1.39254, -2.91253)  -0.0636
N (-3.01450, 2.00192, -2.25836)  0.0603
H (-1.52218, 1.58107, -4.57705)  0.0796
H (-2.22133, 3.18721, -4.61049)  0.0673
H (-2.85744, 1.95309, -5.65306)  0.0820
H (-4.49326, 1.92832, -3.71543)  0.1426
H (-2.57630, -0.40964, -3.72550)  0.1314
H (-3.95441, -0.15235, -4.65807)  0.1326
H (-4.66631, -2.25905, -3.27657)  0.0925
H (-5.93876, -0.99122, -3.62536)  0.0995
H (-5.71765, -1.67505, -1.99454)  0.0687
H (-2.16224, 1.45104, -2.16218)  0.0070
H (-2.65646, 2.96291, -2.34485)  0.0493
C (2.06599, 5.31640, 5.33994)  -0.0666
C (1.00284, 4.38049, 4.69091)  -0.3926
C (1.35073, 2.94115, 4.97181)  -0.2137
O (0.54694, 2.06288, 4.20279)  -0.1793
C (0.85056, 2.10194, 2.83126)  -0.1126
N (-0.27658, 4.69494, 5.37105)  0.0272
H (2.70827, 5.75186, 4.56751)  0.0685
H (2.74840, 4.74145, 5.97890)  0.0666
H (1.67220, 6.11041, 5.96781)  0.0627
H (0.89930, 4.67539, 3.65163)  0.1319
H (1.26611, 2.64725, 6.01919)  0.1309
H (2.40141, 2.70149, 4.73468)  0.1211
H (0.58812, 1.18465, 2.30339)  0.0714
H (1.93339, 2.25615, 2.73130)  0.0816
H (0.33964, 2.88461, 2.26031)  0.0765
H (-0.56043, 5.62927, 5.08254)  0.0710
H (-0.17163, 4.87567, 6.36695)  0.0619
C (1.72021, -3.22235, 2.59851)  -0.0665
C (2.12556, -2.69576, 3.96811)  -0.4080
C (2.49702, -3.88548, 4.84971)  -0.2249
O (3.19186, -3.41166, 5.98293)  -0.2125
C (3.67255, -4.38711, 6.86656)  -0.1139
N (3.32646, -1.84891, 3.73257)  0.0379
H (1.29680, -2.41048, 2.00840)  0.0558
H (0.93186, -3.97817, 2.69852)  0.0681
H (2.50500, -3.73250, 2.04247)  0.0905
H (1.39191, -2.10016, 4.51247)  0.1337
H (3.17828, -4.60202, 4.35433)  0.1285
H (1.64906, -4.54843, 5.08238)  0.1286
H (2.86168, -5.07414, 7.14241)  0.0864
H (3.99815, -3.91231, 7.78831)  0.0854
H (4.47328, -4.96787, 6.39547)  0.0882
H (3.77275, -1.82187, 4.65134)  0.0565
H (3.99492, -2.44344, 3.24123)  0.0672
C (-2.89945, -7.74932, -1.68842)  -0.0709
C (-2.88594, -6.21247, -1.61207)  -0.4212
C (-1.43956, -5.72993, -1.74058)  -0.1881
O (-0.66069, -6.12323, -0.62505)  -0.1739
C (-0.99531, -5.50948, 0.59191)  -0.1088
N (-3.78705, -5.87282, -2.71294)  0.0395
H (-3.90515, -8.14270, -1.53830)  0.0747
H (-2.21473, -8.26333, -1.01053)  0.0733
H (-2.56012, -8.06761, -2.68128)  0.0723
H (-3.26670, -5.90886, -0.64228)  0.0997
H (-1.47505, -4.62892, -1.73781)  0.1056
H (-0.91046, -6.02024, -2.64807)  0.1299
H (-1.64734, -4.63689, 0.53300)  0.0775
H (-0.10935, -5.14386, 1.12853)  0.0636
H (-1.38106, -6.27307, 1.27811)  0.0943
H (-3.62680, -6.41354, -3.55157)  0.0605
H (-3.66901, -4.89594, -2.96684)  0.0545
C (6.82048, 0.16284, -0.63668)  -0.0687
C (5.41419, 0.07909, -0.09867)  -0.4230
C (4.74083, 1.33045, 0.47637)  -0.2249
O (4.47080, 2.27665, -0.52859)  -0.1804
C (3.67825, 3.33868, -0.03501)  -0.0936
N (4.52121, -0.51250, -1.13447)  0.0510
H (7.00530, 1.02170, -1.27962)  0.0777
H (7.18292, -0.72807, -1.15270)  0.0715
H (7.47567, 0.13247, 0.24343)  0.0730
H (5.32112, -0.59806, 0.75909)  0.1286
H (5.38739, 1.73594, 1.27125)  0.1286
H (3.80533, 0.98171, 0.93229)  0.1152
H (2.83576, 2.91096, 0.52551)  0.0696
H (3.32198, 3.89952, -0.89406)  0.0861
H (4.19276, 3.97177, 0.69866)  0.0879
H (4.59351, 0.13767, -1.91555)  0.0723
H (3.56793, -0.39129, -0.80494)  0.0310
C (0.36807, 5.08747, -2.42864)  -0.0397
C (-0.96532, 5.81657, -2.23018)  -0.4207
C (-1.45361, 6.46841, -3.49993)  -0.2369
O (-0.49537, 7.39767, -3.96277)  -0.1954
C (-0.99378, 8.27778, -4.96879)  -0.0938
N (-1.92383, 4.83178, -1.69004)  0.0481
H (1.10566, 5.88099, -2.57483)  0.0739
H (0.32732, 4.57308, -3.39473)  0.0798
H (0.60482, 4.35108, -1.66887)  0.0619
H (-0.89521, 6.65343, -1.52058)  0.1403
H (-2.38385, 7.04147, -3.35209)  0.1233
H (-1.70204, 5.70176, -4.25345)  0.1205
H (-0.16618, 8.37115, -5.67396)  0.0836
H (-1.16849, 9.24264, -4.49072)  0.0862
H (-1.84867, 7.84539, -5.48824)  0.0831
H (-2.77212, 5.40072, -1.75012)  0.0836
H (-1.83551, 4.61402, -0.70271)  0.0235
C (2.40841, -2.49400, -4.37324)  -0.0897
C (3.90335, -2.60110, -4.21430)  -0.3255
O (4.39423, -3.79767, -4.83416)  -0.0943
H (2.05927, -2.60729, -5.40245)  0.0739
H (2.09286, -1.51243, -4.01828)  0.0682
H (1.88088, -3.26161, -3.80816)  0.0730
H (4.11067, -2.66874, -3.14203)  0.0960
H (4.43899, -1.72997, -4.60116)  0.1061
H (5.34405, -3.71658, -4.94398)  0.0678

Properties
* 2S+1: 1
* HOMO level: -0.245 Eh
* lowest unoccupied orbital energy: -3.18 eV
* E: -142323.415 eV
* net charge: -1
* Kohn-Sham gap: 3.50 eV
* ΔE to the lowest compared entry with this formula, charge and spin: 0.0 kcal/mol
* strongest force on any atom: 6.105 eV/Å